ORCA calculation (ωB97M-V/def2-TZVPD) on a structure of composition C3H9F6KN3O16PS6.

Structure (XYZ):
```
45
Properties=species:S:1:pos:R:3:lowdin_charge:R:1
K 20.092 4.182 -18.498 0.872
S 18.005 6.369 -18.825 0.465
S 19.510 6.979 -17.121 0.594
S 17.551 3.598 -16.360 0.608
S 16.423 2.433 -18.184 0.527
S 22.888 3.747 -19.094 0.488
S 21.920 4.118 -21.257 0.650
P 20.130 1.304 -18.526 0.590
F 14.944 2.309 -18.879 -0.248
F 21.032 7.314 -17.085 -0.170
F 22.768 4.421 -17.660 -0.185
F 17.152 4.869 -15.397 -0.213
F 17.805 5.328 -20.050 -0.181
F 20.352 4.333 -21.622 -0.187
O 21.269 1.702 -17.477 -0.276
O 24.215 4.264 -19.388 -0.272
O 19.467 0.080 -17.632 -0.217
O 17.815 2.656 -15.371 -0.235
O 22.189 2.703 -21.552 -0.306
O 16.645 1.020 -17.730 -0.322
O 17.133 5.942 -17.741 -0.298
O 17.122 2.891 -19.376 -0.323
O 17.852 7.650 -19.462 -0.288
O 19.146 2.441 -18.890 -0.452
O 19.271 6.083 -15.982 -0.282
O 22.489 5.179 -22.098 -0.286
O 18.697 4.109 -17.089 -0.526
O 19.055 8.330 -17.062 -0.269
O 20.894 0.467 -19.685 -0.202
O 22.602 2.404 -18.613 -0.363
N 21.705 4.501 -19.643 -0.452
N 16.043 3.536 -17.167 -0.242
N 19.505 6.100 -18.623 -0.430
C 18.854 -0.964 -18.299 -0.173
C 22.325 0.707 -17.163 -0.053
C 20.366 0.638 -21.073 -0.075
H 21.170 1.071 -21.668 0.044
H 19.476 1.180 -21.392 0.103
H 23.163 1.334 -17.464 0.070
H 18.277 -0.753 -19.199 0.096
H 22.454 -0.230 -17.704 0.096
H 19.469 -1.863 -18.351 0.078
H 22.568 0.582 -16.108 0.088
H 20.370 -0.302 -21.625 0.074
H 18.199 -1.310 -17.499 0.085
```

As for the HOMO-LUMO gap: 8.116 eV. The total charge is -2. The LUMO energy is 4.05 eV.

ORCA calculation (ωB97M-V/def2-TZVPD) on a structure of composition C3H9I3N3O6V.

Structure (XYZ):
```
25
Properties=species:S:1:pos:R:3:mulliken_spin:R:1
I 1.955 0.664 -3.445 -0.062
I -1.011 3.571 -1.811 -0.066
I 2.476 2.938 0.586 -0.084
V 0.750 1.609 -1.229 2.239
O 1.555 -0.301 -0.232 -0.003
O -1.072 -2.001 -1.226 0.009
O -0.775 0.074 -1.662 -0.015
O 1.972 -2.373 -0.454 0.000
O -0.537 1.234 0.869 -0.006
O 0.044 -0.120 2.428 0.001
N 2.100 -1.318 0.114 -0.004
N -1.350 -0.987 -1.817 -0.006
N -0.637 0.786 1.997 -0.005
C 3.027 -1.280 1.270 0.001
C -2.463 -1.061 -2.783 0.001
C -1.731 1.315 2.843 0.000
H -2.212 -0.624 -3.747 0.000
H 2.475 -0.847 2.099 0.000
H -2.362 1.951 2.236 0.000
H -1.287 1.936 3.622 0.000
H 3.786 -0.580 0.906 0.000
H -2.177 0.454 3.327 0.000
H -2.588 -2.115 -3.026 0.000
H -3.373 -0.670 -2.344 0.000
H 3.439 -2.255 1.479 0.000
```

As for the expectation value of S²: 2.067. As for the multiplicity: 3. As for the HOMO-LUMO gap (spin up / spin down): 6.964 / 7.342 eV. The LUMO energy (spin up / spin down) is -1.48 / -1.09 eV.

ORCA calculation (ωB97M-V/def2-TZVPD) on a cluster of 2 separate species, C3H9IN2 in total.

Structure (XYZ):
```
15
Properties=species:S:1:pos:R:3:lowdin_charge:R:1
I 0.929 -1.570 0.688 0.695
N 2.420 0.774 2.344 -0.106
N 3.080 0.662 3.310 -0.036
C -2.452 -0.455 -1.055 -0.144
C 0.047 0.042 -0.472 -0.648
C -1.007 -0.301 -1.570 -0.346
H -0.849 -1.427 -2.015 0.137
H -3.071 -0.462 -1.919 0.059
H -0.403 0.647 0.307 0.025
H -2.711 -1.279 -0.537 0.025
H 0.918 0.369 -1.091 0.037
H -0.993 0.491 -2.446 0.132
H -2.783 0.351 -0.413 0.071
H 2.851 1.220 1.474 0.065
H 4.024 0.936 3.395 0.035
```

As for the HOMO-LUMO gap: 9.090 eV. Its SMILES is [H]/N=N\[H].CCCI. The LUMO energy is 0.62 eV.

ORCA calculation (ωB97M-V/def2-TZVPD) on the molecule C3H9IN2.

Structure (XYZ):
```
15
Properties=species:S:1:pos:R:3:lowdin_charge:R:1
I 2.814 -0.157 -0.038 0.583
N 0.475 2.654 0.077 0.001
N 0.204 1.334 -0.546 -0.203
C -1.246 -1.698 0.449 -0.131
C -0.323 -1.110 -0.630 -0.194
C 0.606 0.181 0.115 -0.704
H 0.410 -1.777 -1.032 0.049
H 0.250 1.342 -1.519 0.088
H 1.522 2.925 -0.012 0.084
H 0.333 0.220 1.254 0.104
H -2.102 -1.142 0.697 0.066
H 0.346 2.542 1.070 0.046
H -1.169 -0.826 -1.324 0.112
H -0.704 -1.830 1.334 0.047
H -1.415 -2.660 0.104 0.051
```

As for the HOMO-LUMO gap: 9.313 eV. Its SMILES is CC[C@@H](I)NN. The LUMO energy is 0.61 eV.

ORCA calculation (ωB97M-V/def2-TZVPD) on the ion C3H9IN3 with charge +1.

Structure (XYZ):
```
16
Properties=species:S:1:pos:R:3:lowdin_charge:R:1
I 3.903 0.322 -0.155 0.865
N 1.589 -1.953 0.208 0.028
N -0.253 -0.135 0.297 0.015
N 1.931 -0.662 -0.037 -0.484
C -1.927 1.091 -0.797 -0.055
C -1.336 0.789 0.605 -0.191
C 0.943 0.231 0.058 -0.241
H 1.380 -2.569 -0.561 0.126
H 1.162 1.204 -0.292 0.113
H -0.306 -1.131 0.761 0.213
H 2.042 -2.398 0.993 0.120
H -2.077 0.295 1.169 0.104
H -1.521 2.051 -1.079 0.068
H -1.075 1.626 1.248 0.129
H -3.008 0.980 -0.971 0.085
H -1.446 0.260 -1.446 0.107
```

As for the HOMO-LUMO gap: 8.184 eV. Its SMILES is CCN/C=[N+](\N)I. The total charge is +1. The LUMO energy is -5.49 eV.

ORCA calculation (ωB97M-V/def2-TZVPD) on the molecule C3H9INOP.

Structure (XYZ):
```
16
Properties=species:S:1:pos:R:3:mulliken_spin:R:1
I -1.069 1.826 3.380 0.769
P 0.068 0.179 1.906 0.967
O 0.064 -2.000 -0.442 0.012
N -0.497 0.688 0.402 0.236
C 1.715 1.006 1.852 0.052
C -1.462 -0.111 -0.322 -0.038
C -0.783 -1.175 -1.197 0.026
H 2.373 0.415 1.213 0.000
H -1.544 -1.760 -1.729 0.001
H 2.139 1.043 2.854 -0.018
H 1.628 2.021 1.459 0.008
H -2.109 -0.596 0.415 -0.001
H 0.140 1.190 -0.204 -0.013
H -2.077 0.541 -0.948 0.009
H -0.461 -2.491 0.195 -0.010
H -0.136 -0.688 -1.932 0.000
```

As for the expectation value of S²: 2.006. As for the multiplicity: 3. As for the HOMO-LUMO gap (spin up / spin down): 5.516 / 6.177 eV. The LUMO energy (spin up / spin down) is 0.75 / -2.63 eV.

ORCA calculation (ωB97M-V/def2-TZVPD) on the molecule C3H9ISi.

Structure (XYZ):
```
14
Properties=species:S:1:pos:R:3:lowdin_charge:R:1
I -0.804 -0.829 3.362 0.265
Si -1.851 -0.762 1.025 0.321
C 0.483 0.679 -0.012 -0.370
C 1.463 0.694 -1.251 -0.108
C -0.220 -0.641 -0.103 -0.457
H 2.294 1.365 -1.166 0.060
H -0.207 1.656 -0.053 0.137
H 0.677 -1.327 0.228 0.106
H 0.964 1.048 -2.059 0.029
H 1.881 -0.267 -1.448 0.060
H 0.956 0.709 0.966 0.064
H -2.616 -1.934 0.807 -0.108
H -2.534 0.477 0.921 -0.094
H -0.486 -0.868 -1.217 0.094
```

As for the HOMO-LUMO gap: 9.868 eV. Its SMILES is CCC[SiH2]I. The LUMO energy is 0.43 eV.

ORCA calculation (ωB97M-V/def2-TZVPD) on a structure of composition C3H9ISi.

Structure (XYZ):
```
14
Properties=species:S:1:pos:R:3:lowdin_charge:R:1
I -3.918 -0.198 -0.119 0.605
Si 1.366 -0.400 -0.485 0.743
C -1.832 -0.581 -0.752 -0.690
C -0.876 -0.152 0.307 -0.327
C 1.918 0.833 0.851 -0.322
H -1.784 0.007 -1.627 0.001
H 1.619 -1.931 -0.459 -0.062
H 1.562 0.377 -1.706 -0.079
H 1.449 0.458 1.788 0.026
H -0.761 0.877 0.535 0.019
H -1.955 -1.601 -1.118 0.027
H -1.048 -0.650 1.198 0.013
H 2.930 1.128 0.852 -0.017
H 1.331 1.832 0.735 0.063
```

As for the HOMO-LUMO gap: 9.099 eV. The LUMO energy is 0.48 eV.

ORCA calculation (ωB97M-V/def2-TZVPD) on a cluster of 2 separate species, C3H9N in total.

Structure (XYZ):
```
13
Properties=species:S:1:pos:R:3:mulliken_spin:R:1
N -0.274 2.612 -1.305 0.114
C -0.267 1.244 -0.976 2.278
C -0.201 0.228 -1.837 -0.554
C 0.535 -3.410 3.239 1.203
H -0.568 1.064 0.045 -0.180
H -0.320 3.206 -0.483 -0.569
H -0.457 -0.793 -1.570 -0.265
H 0.613 2.822 -1.763 -0.070
H -0.447 -3.016 2.972 -0.296
H 0.539 -4.238 3.932 -0.038
H 1.226 -3.591 2.435 -0.256
H 0.982 -2.524 3.681 -0.371
H -0.044 0.298 -2.901 0.003
```

As for the expectation value of S²: 0.751. As for the multiplicity: 2. As for the HOMO-LUMO gap (spin up / spin down): 2.438 / 8.853 eV. The total charge is -1. The LUMO energy (spin up / spin down) is 3.88 / 4.08 eV.

ORCA calculation (ωB97M-V/def2-TZVPD) on a cluster of 2 separate species, C3H9N in total.

Structure (XYZ):
```
13
Properties=species:S:1:pos:R:3:lowdin_charge:R:1
N 3.251 -0.840 1.033 -0.126
C 4.479 -1.063 1.139 -0.090
C 2.343 -1.533 0.170 -0.151
C -5.335 2.064 -0.905 -0.054
H -6.162 1.496 -1.323 0.014
H 1.848 -0.621 -0.274 0.088
H 5.154 -0.387 1.637 0.054
H 5.007 -1.940 0.705 0.074
H 2.937 -1.933 -0.663 0.075
H -5.656 2.826 -0.195 0.013
H -4.670 1.385 -0.358 0.015
H 1.504 -2.017 0.668 0.077
H -4.698 2.563 -1.632 0.012
```

As for the HOMO-LUMO gap: 10.344 eV. Its SMILES is C=NC.C. The LUMO energy is 1.19 eV.

Calculated M (g/mol), listed in the same order as above: 719.57; 614.78; 200.02; 200.02; 214.03; 232.99; 200.10; 200.10; 59.11; 59.11